Entry 1:
Below is a molecular structure, C31H40AsIN7O2PtS3Si3, with properties calculated with ωB97M-V/def2-TZVPD.

Computed properties:
Largest force on an atom (eV/Å): 3.5
Net charge: +1
2S+1: 3
E_HOMO (alpha / beta) (eV): -8.289 / -10.164

Atoms and positions in Å:
Pt -16.0570 12.2249 4.2564
S -16.3489 19.2085 7.0219
N -16.7861 18.5827 5.5523
C -16.4040 17.3152 5.5612
C -16.5461 16.4701 4.3766
C -17.0788 16.9133 3.1863
C -17.2218 15.9526 2.1574
C -16.8067 14.6485 2.4099
N -16.3329 14.1932 3.5886
C -16.1725 15.0991 4.6050
C -15.4775 14.6752 5.7595
N -15.1432 13.3451 5.7630
C -14.5662 12.8312 6.8578
C -14.1305 13.5920 7.9278
C -14.4521 14.9378 7.9346
C -15.1597 15.5140 6.8785
C -15.7934 16.8589 6.7704
N -15.7197 17.8120 7.6915
H -17.3642 17.9531 3.0553
H -17.6186 16.2256 1.1680
H -16.8772 13.9205 1.6054
H -14.4501 11.7362 6.8192
H -13.6448 13.1054 8.7712
H -14.1349 15.5615 8.7431
O -19.2224 3.3113 4.3619
S -19.9656 4.5585 4.5037
O -21.0836 4.5969 5.4281
N -18.6246 6.9669 4.4678
C -19.3624 7.4204 3.3731
S -19.7504 9.0187 3.0994
C -19.8757 6.4139 2.4178
C -20.2588 6.7745 1.0930
C -20.6837 5.8209 0.2031
C -20.9929 4.5104 0.6523
C -20.7832 4.2589 1.9902
C -20.2213 5.1281 2.8378
H -20.1480 7.8251 0.7881
H -20.7955 6.0979 -0.8363
H -21.3701 3.7374 -0.0207
H -21.0325 3.3210 2.4525
C -12.9284 9.6103 7.3486
Si -12.9818 9.4833 5.4842
C -12.4277 7.7160 4.9918
C -11.8816 10.8097 4.5354
As -15.2013 9.9584 4.5750
Si -16.4824 8.1580 5.8927
C -17.9518 8.8755 6.7775
C -17.1985 6.9712 4.5718
C -15.5735 6.9913 7.0709
Si -14.8477 9.3562 2.0960
C -14.8597 11.0448 1.1734
C -16.1131 8.1294 1.3948
C -13.0806 8.6763 1.7905
H -12.2783 10.4263 7.6806
H -12.6139 8.6873 7.8603
H -13.9375 9.8798 7.7631
H -12.1579 7.1810 5.9256
H -11.5820 7.7923 4.3114
H -13.2064 7.1313 4.5057
H -10.8612 10.8419 4.8874
H -12.4146 11.7527 4.6249
H -11.8731 10.6021 3.4648
H -18.8026 9.2313 6.1944
H -17.7359 9.6659 7.4593
H -18.3645 8.0587 7.4408
H -19.0952 6.7805 5.3211
H -16.8550 5.9121 4.6474
H -16.7923 7.2879 3.5874
H -15.1929 7.4814 7.9614
H -14.7209 6.4349 6.6040
H -16.3526 6.3122 7.4700
H -15.9095 11.4926 1.1151
H -14.5114 10.8063 0.1628
H -14.1873 11.7955 1.5926
H -17.1512 8.3688 1.6316
H -15.8804 7.1138 1.6804
H -16.0961 8.1676 0.3042
H -12.7707 8.1338 2.7028
H -12.3550 9.4314 1.5779
H -13.0683 7.9295 0.9793
I -21.4979 13.0295 6.0701
C -20.0223 12.4742 4.7275
C -20.0167 12.4150 3.3246
N -18.6943 12.1948 2.9190
N -17.9589 11.8589 4.0671
C -18.7506 12.0780 5.1548
H -20.8529 12.4694 2.6240
H -18.3462 11.8144 2.0204
H -18.3604 11.8553 6.1452

---

Entry 2:
Below is a molecular structure, C31H40BeCl3N4O10S, with properties calculated with ωB97M-V/def2-TZVPD.

Computed properties:
Largest force on an atom (eV/Å): 1.9
Net charge: +1
E_HOMO (eV): -9.748

Atoms and positions in Å:
C -4.3006 0.4171 3.5558
C -4.2387 1.0188 2.5241
C -3.9496 1.7521 1.2922
C -2.8935 1.0471 0.5176
N -1.6464 0.9143 0.9370
C -0.9658 0.2648 -0.0047
N 0.3284 -0.0394 0.1003
C 1.0058 0.3437 1.3564
C 1.7576 1.6768 1.2618
C 1.0334 2.7768 0.4839
S 1.7120 4.3786 1.0855
C 1.1531 -0.7025 -0.8909
C 1.4176 0.1795 -2.1481
C 2.8509 0.7049 -2.1043
C 3.0065 1.7775 -3.1809
O 2.1323 2.5666 -3.4391
O 4.1594 1.7550 -3.8714
N -1.8040 -0.0272 -1.0539
C -1.6777 -0.6603 -2.3646
C -1.6506 0.3799 -3.5073
C -2.0006 -0.3498 -4.8170
C -1.0485 -1.4794 -5.1019
O -1.4071 -2.6251 -5.1613
O 0.2403 -1.1369 -5.3162
N -3.0183 0.4755 -0.6770
C -4.2941 0.4204 -1.3994
C -5.1733 -0.7207 -0.9207
C -4.6878 -2.0270 -0.9236
C -5.4635 -3.0895 -0.5174
C -6.7568 -2.8911 -0.0575
C -7.2492 -1.6000 -0.0560
C -6.4871 -0.5202 -0.4935
C -7.1697 0.8383 -0.4684
H -4.3811 0.1342 4.5850
H -3.5441 2.7287 1.5661
H -4.8566 1.9390 0.7244
H 1.7614 -0.4200 1.5381
H 0.3303 0.3001 2.2028
H 1.8927 2.0404 2.2821
H 2.7631 1.5663 0.8533
H 1.2637 2.7626 -0.5805
H -0.0334 2.8099 0.6695
H 1.9022 5.0673 -0.0507
H 0.7453 -1.6784 -1.1578
H 2.1262 -0.9262 -0.4604
H 1.2072 -0.4152 -3.0331
H 0.7429 1.0287 -2.0667
H 3.5508 -0.1168 -2.2515
H 3.0177 1.1837 -1.1364
H 4.1617 2.5427 -4.4414
H -2.5755 -1.2497 -2.5406
H -0.8501 -1.3540 -2.4236
H -2.3762 1.1646 -3.3123
H -0.6581 0.7982 -3.6484
H -1.9363 0.3578 -5.6448
H -2.9959 -0.7855 -4.7846
H 0.7491 -1.9498 -5.1747
H -4.8065 1.3684 -1.3198
H -4.1409 0.2716 -2.4670
H -3.6861 -2.2678 -1.2566
H -5.0813 -4.1006 -0.5480
H -7.3683 -3.7113 0.2859
H -8.2559 -1.4154 0.2962
H -6.7219 1.5442 -1.1614
H -7.0489 1.2426 0.5410
H -8.2334 0.7306 -0.6492
O 5.6172 -0.2091 -1.3688
H 5.9008 0.4672 -2.0044
Be 4.4562 2.7869 -1.3462
C 9.2964 -1.8729 1.5730
C 8.1460 -1.5115 0.9680
C 6.8064 -1.6949 1.6465
O 5.7987 -1.3291 1.0805
C 6.7862 -2.2959 2.9710
C 7.9495 -2.6549 3.5682
C 9.2811 -2.4484 2.8964
O 10.2717 -2.7874 3.5161
O 7.9991 -3.2027 4.7549
O 8.1327 -0.9791 -0.2360
H 10.2580 -1.7439 1.0976
H 5.8242 -2.4392 3.4436
H 8.9514 -3.3551 4.9416
H 7.1964 -0.7746 -0.4912
O 6.7973 0.6978 3.6320
H 6.3530 0.0303 3.0939
C -6.3357 1.7632 7.2375
Cl -4.9310 1.9369 8.2843
Cl -5.8294 1.3034 5.5977
Cl -7.4673 0.5835 7.8908
H -6.8375 2.7199 7.1787

---

Entry 3:
Below is a molecular structure, C31H40MoN6O7PS4, with properties calculated with ωB97M-V/def2-TZVPD.

Computed properties:
Largest force on an atom (eV/Å): 2.3
Net charge: +3
E_HOMO (alpha / beta) (eV): -15.539 / -15.539

Atoms and positions in Å:
Mo 1.3255 -1.2842 -1.0940
O -0.5623 -6.1443 1.3111
C 0.7681 -6.1236 1.2810
O 1.4750 -6.9217 1.8257
C 1.3879 -5.0325 0.5696
C 2.7607 -4.9547 0.2920
N 2.9816 -3.7905 -0.2453
N 1.8901 -3.0276 -0.2896
C 0.9170 -3.7886 0.1844
C -0.4871 -3.2229 -0.0520
O -1.4363 -3.7308 0.4982
O -0.4525 -2.1993 -0.9243
H -0.9798 -5.3353 0.9523
H 3.5858 -5.6524 0.4808
H 3.7994 -3.4139 -0.6953
S 3.5142 -2.5907 -5.0645
S 3.7292 -0.7748 -5.3943
S 3.5221 0.3979 -3.7442
S 3.6094 -0.7766 -2.0827
C -3.6422 5.2321 -4.3734
O -3.0897 3.9229 -4.1528
C -3.8325 3.0414 -3.3915
C -5.1602 3.2633 -3.0181
C -5.8455 2.3038 -2.2967
C -5.1626 1.1610 -1.8660
C -3.8373 0.9456 -2.2288
C -3.1790 1.8894 -2.9985
N -1.7989 1.8359 -3.3717
C -0.9719 0.8241 -3.5951
C -1.3589 -0.5675 -3.6468
C -2.5542 -0.9813 -4.2805
C -2.7247 -2.3223 -4.5876
C -1.6492 -3.1904 -4.5732
C -0.4670 -2.8572 -3.9658
C -0.3766 -1.5566 -3.4866
O 0.8034 -1.1568 -2.9563
H -3.8263 5.7030 -3.4213
H -4.5545 5.1747 -4.9548
H -2.9265 5.7802 -4.9623
H -5.7382 4.1177 -3.3037
H -6.8851 2.4832 -2.0142
H -5.6824 0.3778 -1.3026
H -3.3799 -0.0176 -2.0076
H -1.4745 2.7821 -3.5914
H 0.0410 1.1038 -3.8243
H -3.2874 -0.2335 -4.4945
H -3.6572 -2.7138 -4.9917
H -1.7691 -4.1709 -5.0332
H 0.3520 -3.5946 -3.7450
O 1.0692 -0.1681 0.3964
P 1.0543 0.6135 1.8248
N 0.2769 2.0312 1.7166
C 0.8184 3.1234 0.8419
C 0.5457 4.3710 1.7321
C 0.1228 3.8862 3.1141
C -0.5753 2.6117 2.8123
N 2.6358 0.8708 2.1379
C 3.5752 -0.2910 2.0962
C 4.7255 0.1092 3.0346
C 4.7087 1.6559 3.0761
C 3.2332 1.9444 3.0418
N 0.4879 -0.4627 2.9136
C -0.7666 -1.2690 2.8177
C -0.6340 -2.1883 4.0503
C 0.0410 -1.3185 5.0765
C 1.0549 -0.4951 4.3133
H 0.2032 3.1306 -0.0534
H 1.9051 2.9420 0.6356
H -0.2289 4.9595 1.2717
H 1.4508 5.0074 1.8895
H -0.5998 4.5888 3.5500
H 1.0194 3.7508 3.7560
H -1.5790 2.7137 2.4523
H -0.6192 1.8706 3.5811
H 3.9411 -0.4324 1.0995
H 3.0922 -1.1916 2.3849
H 5.7060 -0.2946 2.7890
H 4.4864 -0.2518 4.0532
H 5.2301 2.0771 2.1991
H 5.1514 2.0735 3.9970
H 2.9608 2.9325 2.6255
H 2.7902 1.8054 4.0496
H -0.8453 -1.7261 1.8669
H -1.5909 -0.5919 2.9198
H 0.0442 -3.0158 3.8145
H -1.5739 -2.6019 4.3999
H 0.4815 -1.9024 5.8761
H -0.6908 -0.6784 5.5934
H 2.0485 -0.9303 4.2434
H 1.1307 0.5279 4.6361

---

Entry 4:
Below is 5 unconnected molecules or ions with the total composition C31H40N2O8S, with properties calculated with ωB97M-V/def2-TZVPD.

Computed properties:
SMILES: CCNc1cccc2c1Nc1c(C)cccc1S2.O=C1CCCO1.O=C1CCCO1.O=C1CCCO1.O=C1CCCO1
Largest force on an atom (eV/Å): 1.1
E_HOMO (eV): -7.702

Atoms and positions in Å:
C -1.7230 2.3603 -0.5824
C -1.6309 1.5618 -1.8896
N -2.0720 0.1886 -1.6200
C -1.2363 -0.8721 -2.0878
C -1.8351 -1.7884 -2.9455
C -1.1475 -2.8711 -3.4764
C 0.1799 -3.0477 -3.1269
C 0.7882 -2.1245 -2.2857
C 0.1173 -1.0302 -1.7485
N 0.7435 -0.0771 -0.8788
C 1.7031 -0.6290 0.0421
C 1.7994 -0.0511 1.3180
C 0.8846 1.0926 1.6961
C 2.7407 -0.5197 2.2311
C 3.5738 -1.5838 1.9095
C 3.4752 -2.1620 0.6542
C 2.5619 -1.6761 -0.2734
S 2.4976 -2.3908 -1.8897
H -2.7051 2.8079 -0.4463
H -1.0154 3.1848 -0.5324
H -1.5400 1.7218 0.2767
H -2.2818 2.0597 -2.6108
H -0.6307 1.5998 -2.3130
H -2.3429 0.0588 -0.6589
H -2.8686 -1.6452 -3.2244
H -1.6249 -3.5779 -4.1363
H 0.7591 -3.8732 -3.5142
H 1.2260 0.6043 -1.4611
H 1.2191 1.5062 2.6436
H 0.9548 1.8734 0.9455
H -0.1296 0.7112 1.7481
H 2.7917 -0.0278 3.1839
H 4.2820 -1.9309 2.6468
H 4.1337 -2.9864 0.4159
O 4.8972 -0.6854 5.0242
C 5.3409 0.3680 4.6657
C 6.5278 1.1150 5.2399
C 6.3480 2.5142 4.6544
C 5.6245 2.2168 3.3476
O 4.8283 1.0480 3.6162
H 7.4423 0.6357 4.8876
H 6.4979 1.1055 6.3256
H 7.2773 3.0624 4.5144
H 5.7042 3.1048 5.3074
H 6.3127 1.9837 2.5327
H 4.9694 3.0260 3.0348
O -2.1818 5.1267 -2.6296
C -2.8181 5.1561 -3.6408
C -2.3270 5.5131 -5.0314
C -3.6303 5.7547 -5.7900
C -4.5974 4.8406 -5.0495
O -4.1287 4.8183 -3.6905
H -1.7707 4.6640 -5.4309
H -1.6902 6.3922 -4.9979
H -3.5727 5.5434 -6.8559
H -3.9378 6.7945 -5.6694
H -4.5829 3.8193 -5.4359
H -5.6209 5.2068 -5.0644
O -5.2222 -2.0553 -7.1303
C -5.1996 -2.9511 -6.3409
C -5.1866 -4.4404 -6.6348
C -5.5595 -5.0481 -5.2841
C -5.0232 -4.0050 -4.3134
O -5.1462 -2.7491 -5.0007
H -4.1808 -4.7223 -6.9491
H -5.9012 -4.6822 -7.4159
H -5.1514 -6.0424 -5.1136
H -6.6451 -5.1109 -5.1965
H -3.9699 -4.1650 -4.0725
H -5.5914 -3.9628 -3.3874
O 1.7919 0.8097 8.8447
C 1.6566 -0.3196 8.4762
C 2.6848 -1.1933 7.7845
C 1.8300 -2.3263 7.2224
C 0.6796 -2.3756 8.2184
O 0.5115 -1.0206 8.6686
H 3.3989 -1.5481 8.5290
H 3.1996 -0.6420 7.0031
H 2.3549 -3.2743 7.1244
H 1.4553 -2.0475 6.2365
H 0.9062 -3.0012 9.0849
H -0.2516 -2.7175 7.7728

---

Entry 5:
Below is 5 unconnected molecules or ions with the total composition C31H41BrI2N2O12, with properties calculated with ωB97M-V/def2-TZVPD.

Computed properties:
SMILES: CC[C@@H](I)c1cc2ncc(C)nc2c(Br)c1[C@@H](I)CC.C[C@@H]1COC(=O)O1.C[C@@H]1COC(=O)O1.C[C@@H]1COC(=O)O1.C[C@@H]1COC(=O)O1
Largest force on an atom (eV/Å): 6.3
E_HOMO (eV): -8.554

Atoms and positions in Å:
C 2.2796 3.1420 1.8840
C 2.9357 2.1188 0.8211
C 2.2157 0.6650 0.7789
I 2.7654 -0.6134 2.4498
C 0.6175 0.7814 0.5314
C -0.4255 0.5033 1.6586
C -1.9957 0.5781 1.4295
N -2.8240 0.2829 2.5695
C -4.1965 0.3924 2.1659
C -4.7330 0.7669 0.7531
C -6.3333 0.8191 0.5300
N -3.8703 1.0938 -0.3342
C -2.4758 0.9923 0.0156
C -1.4326 1.3189 -1.1367
Br -2.1882 1.8866 -2.9066
C 0.1256 1.2108 -0.9288
C 1.1608 1.5322 -2.1098
I 0.9384 0.0805 -3.7719
C 1.0419 3.0264 -2.7090
C 0.8474 4.1801 -1.6026
H 1.4921 2.6506 2.5487
H 3.1584 3.5808 2.5005
H 1.8649 4.0443 1.2900
H 2.9621 2.6437 -0.1967
H 4.0283 1.9395 1.1378
H 2.6249 0.1449 -0.1737
H -0.0569 0.2279 2.7185
H -4.9885 0.1761 2.9805
H -6.6829 1.8704 0.2529
H -6.5902 0.0868 -0.3098
H -6.8610 0.5049 1.5120
H 2.2666 1.4128 -1.7893
H 2.0629 3.2372 -3.2199
H 0.2705 3.1148 -3.5683
H -0.0574 4.8176 -1.9081
H 0.8154 3.8154 -0.5213
H 1.7600 4.8948 -1.6684
C -1.7468 -2.1499 4.9614
C -2.6607 -3.2556 5.4457
C -4.1147 -2.9279 5.2853
O -4.7153 -3.6953 6.3191
C -3.7793 -3.8071 7.3073
O -4.0109 -4.1734 8.4230
O -2.5451 -3.4349 6.8553
H -0.7189 -2.5161 4.8880
H -2.0501 -1.7872 3.9760
H -1.7330 -1.3119 5.6634
H -2.4064 -4.2033 4.9587
H -4.5003 -3.2203 4.3063
H -4.3436 -1.8710 5.4585
C 7.7050 4.2588 3.3291
C 7.7721 3.7576 1.9012
C 8.1517 4.8253 0.9180
O 7.5396 4.3681 -0.2801
C 6.4437 3.6504 0.0984
O 5.5590 3.3223 -0.6380
O 6.4840 3.3648 1.4336
H 7.6488 3.4158 4.0232
H 8.5878 4.8506 3.5843
H 6.8086 4.8622 3.4942
H 8.4396 2.8919 1.8309
H 9.2330 4.9117 0.7960
H 7.7402 5.8092 1.1652
C -1.0761 -3.5311 -7.2046
C -0.3729 -2.3539 -7.8482
C 0.7437 -2.7626 -8.7631
O 1.6094 -1.6377 -8.7097
C 1.4312 -1.0729 -7.4807
O 2.1643 -0.2597 -6.9956
O 0.3098 -1.5688 -6.8739
H -2.0074 -3.2038 -6.7342
H -1.3200 -4.3000 -7.9422
H -0.4635 -3.9733 -6.4146
H -1.0961 -1.7098 -8.3602
H 0.3994 -2.9424 -9.7834
H 1.2934 -3.6416 -8.4114
C -4.8471 -3.4023 -0.2667
C -3.5984 -3.2435 0.5757
C -2.3371 -3.2996 -0.2288
O -1.3991 -3.7778 0.7188
C -2.0974 -4.5446 1.6034
O -1.5975 -5.3006 2.3904
O -3.4404 -4.3448 1.4691
H -5.7327 -3.1317 0.3154
H -4.8133 -2.7613 -1.1516
H -4.9826 -4.4406 -0.5806
H -3.6529 -2.3256 1.1719
H -2.0431 -2.3189 -0.6089
H -2.3840 -4.0065 -1.0635